# C4H7F2NS

The molecule C4H7F2NS (the ωB97M-V functional and the def2-TZVPD basis, the Open Molecules 2025 dataset).

net charge	0
gap between HOMO and LUMO	9.57	eV
HOMO	-9.0	eV
2S+1	1
structure (SMILES)	NC[C@@H](S)/C(F)=C/F
ΔE to the lowest compared entry with this formula, charge and spin	169.5	kJ/mol

Last column: Löwdin charge in e.
Geometry (Å):
N  1.599  -1.284  -0.538  -0.01
C  0.871  -0.724  0.529  -0.33
C  0.031  0.515  0.311  -0.57
S  0.984  1.813  -0.664  0.76
C  -1.234  0.246  -0.395  -0.32
F  -1.080  -0.353  -1.628  0.05
C  -2.411  0.522  0.155  -0.06
F  -3.644  0.252  -0.328  0.04
H  1.222  -1.994  -1.163  0.09
H  2.392  -0.810  -0.924  0.06
H  1.579  -0.523  1.335  0.11
H  0.145  -1.497  0.833  0.13
H  -0.131  0.956  1.270  0.09
H  2.040  1.813  0.131  -0.16
H  -2.363  1.067  1.076  0.12